Formula: C5H9N3
Source: OMol25
Level of theory: wB97M-V/def2-TZVPD

Computed properties:
- SMILES string: CC1=CCN=C1NN
- 2S+1: 1
- ΔE to the lowest compared entry with this formula, charge and spin: 5.618 eV
- Orbital gap: 9.464 eV

Positions of all 17 atoms, in Å:
C1 -0.620 1.786 -0.022
C2 0.404 0.623 0.221
C3 1.769 0.613 0.015
C4 2.228 -0.838 -0.127
N1 1.080 -1.597 -0.177
C5 0.028 -0.768 0.103
N2 -1.267 -1.068 0.740
N3 -2.262 -0.738 -0.488
H1 -1.622 1.497 -0.531
H2 -1.024 2.199 1.179
H3 -0.144 2.781 -0.493
H4 2.401 1.454 0.073
H5 3.118 -0.874 -0.938
H6 2.690 -1.094 0.769
H7 -1.217 -2.113 1.194
H8 -3.393 -0.444 -0.240
H9 -2.169 -1.420 -1.279

---

Formula: C20H17Cl2N2STc
Source: OMol25
Level of theory: wB97M-V/def2-TZVPD

Computed properties:
- Net charge: +1
- 2S+1: 2
- <S²>: 0.786
- ΔE to the lowest compared entry with this formula, charge and spin: 0.320 eV
- Orbital gap (alpha / beta): 6.881 / 7.098 eV

Positions of all 43 atoms, in Å:
Tc1 -1.022 0.662 0.417
C1 1.972 -2.978 -0.494
C2 0.601 -3.184 -0.498
C3 -0.256 -2.146 -0.142
C4 0.254 -0.893 0.186
C5 1.633 -0.697 0.208
C6 2.488 -1.737 -0.133
H1 2.641 -3.787 -0.757
H2 0.196 -4.156 -0.755
H3 -1.322 -2.330 -0.102
H4 2.047 0.267 0.483
H5 3.559 -1.580 -0.115
N1 -0.565 0.763 2.049
C7 -0.100 0.783 3.363
C8 0.937 1.639 3.723
C9 1.413 1.621 5.021
C10 0.849 0.752 5.949
C11 -0.190 -0.100 5.587
C12 -0.668 -0.088 4.288
H6 1.357 2.306 2.981
H7 2.219 2.279 5.313
H8 1.225 0.739 6.964
H9 -0.620 -0.771 6.318
H10 -1.472 -0.740 3.973
Cl1 -3.179 0.140 -0.798
C13 -3.805 -1.520 -1.253
Cl2 -4.035 -2.543 0.121
H11 -3.075 -1.944 -1.931
H12 -4.752 -1.307 -1.732
S1 0.438 3.848 -2.575
C14 -0.101 3.047 -1.188
N2 -0.375 1.778 -1.315
C15 -0.135 1.351 -2.637
C16 -0.276 0.052 -3.127
C17 0.014 -0.171 -4.454
C18 0.442 0.871 -5.295
C19 0.599 2.152 -4.816
C20 0.306 2.375 -3.468
H13 -0.215 3.568 -0.246
H14 -0.558 -0.764 -2.471
H15 -0.075 -1.173 -4.854
H16 0.664 0.663 -6.333
H17 0.942 2.955 -5.455

---

Formula: C30H36BiN3O2Te
Source: OMol25
Level of theory: wB97M-V/def2-TZVPD

Computed properties:
- 2S+1: 1
- ΔE to the lowest compared entry with this formula, charge and spin: 0.064 eV
- Orbital gap: 7.491 eV

Positions of all 73 atoms, in Å:
Bi1 -0.645 -0.622 0.673
C1 -3.895 -1.580 -0.161
N1 -3.596 -0.432 0.697
C2 -4.110 0.795 0.083
C3 -3.240 1.322 -1.065
C4 -2.121 2.295 -0.660
N2 -0.803 1.682 -0.503
C5 0.205 2.349 -0.912
C6 1.611 2.054 -0.718
C7 2.513 2.952 -1.313
C8 3.872 2.849 -1.144
C9 4.367 1.813 -0.347
C10 3.512 0.913 0.247
C11 2.118 1.002 0.079
O1 1.381 0.112 0.711
C12 -4.185 -0.705 2.012
C13 -3.895 0.298 3.123
C14 -2.419 0.631 3.332
N3 -1.567 -0.528 3.178
C15 -0.885 -0.957 4.162
C16 0.071 -2.049 4.118
C17 0.611 -2.449 5.352
C18 1.516 -3.478 5.457
C19 1.911 -4.137 4.289
C20 1.411 -3.761 3.065
C21 0.484 -2.707 2.931
O2 0.065 -2.421 1.718
H1 -4.978 -1.770 -0.204
H2 -3.405 -2.474 0.231
H3 -3.532 -1.413 -1.173
H4 -4.180 1.567 0.852
H5 -5.135 0.620 -0.279
H6 -3.895 1.846 -1.764
H7 -2.804 0.490 -1.625
H8 -2.385 2.757 0.298
H9 -2.057 3.111 -1.390
H10 0.021 3.289 -1.449
H11 2.105 3.753 -1.921
H12 4.543 3.556 -1.613
H13 5.435 1.713 -0.193
H14 3.883 0.107 0.867
H15 -3.804 -1.679 2.322
H16 -5.279 -0.805 1.917
H17 -4.295 -0.142 4.040
H18 -4.444 1.230 2.969
H19 -2.284 1.112 4.309
H20 -2.109 1.360 2.571
H21 -0.997 -0.482 5.148
H22 0.291 -1.922 6.244
H23 1.915 -3.767 6.420
H24 2.625 -4.950 4.345
H25 1.719 -4.260 2.155
C22 3.869 1.819 -4.629
C23 2.832 0.936 -3.992
C24 1.483 1.109 -4.266
C25 0.504 0.298 -3.699
C26 -0.932 0.575 -4.063
C27 0.895 -0.718 -2.816
Te1 -0.550 -2.001 -1.928
C28 2.253 -0.922 -2.536
C29 2.733 -2.006 -1.610
C30 3.195 -0.087 -3.131
H26 3.539 2.859 -4.653
H27 4.063 1.511 -5.659
H28 4.810 1.774 -4.081
H29 1.176 1.897 -4.948
H30 -0.983 1.127 -5.001
H31 -1.418 1.179 -3.293
H32 -1.511 -0.342 -4.164
H33 2.341 -1.868 -0.601
H34 3.822 -2.008 -1.560
H35 2.396 -2.987 -1.950
H36 4.244 -0.238 -2.899

---

Formula: C22H26N4O2S
Source: OMol25
Level of theory: wB97M-V/def2-TZVPD

Computed properties:
- SMILES string: Cc1sc2nc(CN3CCCCC3)nc(Nc3ccc4c(c3)OCCO4)c2c1C
- 2S+1: 1
- ΔE to the lowest compared entry with this formula, charge and spin: 1.306 eV
- Orbital gap: 8.084 eV

Positions of all 55 atoms, in Å:
C1 -5.682 -3.727 -0.083
C2 -4.766 -2.552 -0.018
S1 -5.468 -0.953 0.047
C3 -3.887 -0.246 0.102
N1 -3.691 1.059 0.162
C4 -2.428 1.452 0.213
C5 -2.278 2.957 0.283
N2 -0.994 3.569 0.067
C6 -0.384 3.224 -1.203
C7 0.787 4.161 -1.485
C8 1.807 4.064 -0.357
C9 1.117 4.388 0.963
C10 -0.074 3.459 1.181
N3 -1.373 0.645 0.196
C11 -1.560 -0.671 0.110
N4 -0.498 -1.518 0.053
C12 0.874 -1.307 0.084
C13 1.465 -0.058 0.246
C14 2.839 0.056 0.301
C15 3.655 -1.060 0.181
C16 3.069 -2.312 -0.023
C17 1.689 -2.429 -0.056
O1 3.818 -3.450 -0.197
C18 5.175 -3.184 -0.473
C19 5.705 -2.110 0.476
O2 5.017 -0.898 0.271
C20 -2.873 -1.216 0.068
C21 -3.405 -2.547 -0.001
C22 -2.604 -3.814 -0.046
H1 -5.511 -4.303 -0.993
H2 -6.714 -3.388 -0.080
H3 -5.533 -4.384 0.774
H4 -2.980 3.361 -0.455
H5 -2.645 3.268 1.268
H6 -1.146 3.337 -1.980
H7 -0.031 2.181 -1.224
H8 0.415 5.185 -1.550
H9 1.243 3.897 -2.441
H10 2.635 4.754 -0.531
H11 2.211 3.050 -0.322
H12 0.760 5.419 0.936
H13 1.814 4.287 1.797
H14 -0.609 3.759 2.088
H15 0.284 2.429 1.330
H16 -0.751 -2.490 -0.043
H17 0.833 0.805 0.336
H18 3.310 1.015 0.447
H19 1.269 -3.413 -0.200
H20 5.708 -4.127 -0.344
H21 5.284 -2.835 -1.509
H22 6.760 -1.904 0.292
H23 5.570 -2.448 1.513
H24 -1.967 -3.906 0.835
H25 -3.271 -4.671 -0.061
H26 -1.991 -3.859 -0.947